Record 1
Entry from the OMol25 dataset: a structure of composition C28H40ClF4NO7P2S in a non-equilibrium geometry (the ωB97M-V functional and the def2-TZVPD basis).

```
84
Properties=species:S:1:pos:R:3:mulliken_charge:R:1
C 2.158 1.941 3.455 -0.10
C 1.194 2.810 3.208 -0.38
C 0.048 3.767 2.596 -0.42
C -1.239 2.866 2.112 -0.69
C -1.668 3.118 0.579 -1.27
C -1.057 2.016 -0.490 1.31
P -0.724 3.094 -2.001 0.46
O -2.011 3.971 -2.202 -0.76
O -0.114 2.400 -3.410 -0.52
O 0.499 4.289 -1.622 -0.54
O 0.207 1.693 0.215 -0.40
S 1.468 1.277 -0.788 0.55
O 2.791 1.715 -0.155 -0.62
O 1.430 -0.443 -0.748 -0.13
C 0.199 -0.700 -1.544 -0.98
P 0.383 -2.326 -2.595 0.24
C 0.056 -1.986 -4.433 -0.81
C 2.187 -2.932 -2.416 -0.68
C -1.170 -0.712 -0.640 0.06
Cl -2.140 -2.151 -1.366 -0.09
C -0.764 -1.229 0.821 -0.49
C -0.061 -2.721 0.822 0.43
C 0.454 -2.913 2.380 -0.79
N 1.919 -3.273 2.463 -0.45
C 2.648 -1.964 2.400 0.76
C 4.232 -2.060 2.655 0.00
C 5.140 -2.427 1.389 -0.27
C 6.731 -2.518 1.458 -0.60
C 7.437 -2.225 2.845 -0.38
C 6.529 -1.881 4.092 -0.46
C 4.959 -1.788 4.026 0.17
O 4.109 -1.443 5.157 -0.49
C -2.025 0.702 -0.700 2.26
C -3.099 0.521 0.540 -1.32
C -4.462 1.342 0.494 -0.75
C -5.790 0.448 0.150 0.14
F -5.968 -0.824 0.806 -0.31
C -6.747 0.995 -0.795 0.23
F -7.089 2.407 -0.789 -0.22
F -7.430 0.139 -1.753 -0.23
C -3.028 0.795 -1.966 -1.64
C -2.546 0.441 -3.435 1.26
C -2.983 1.594 -4.520 -1.36
F -3.267 -0.753 -3.949 -0.44
H 3.105 1.272 3.472 0.32
H 0.464 4.444 1.767 0.27
H -0.287 4.459 3.472 0.34
H -2.125 3.252 2.769 0.36
H -1.059 1.782 2.424 0.27
H -1.124 4.132 0.345 0.50
H -2.764 3.381 0.393 0.23
H 0.627 2.930 -3.815 0.36
H 0.043 5.089 -1.238 0.39
H 0.238 0.126 -2.344 0.71
H -1.063 -2.265 -4.622 0.23
H 0.667 -2.716 -5.088 0.42
H 0.235 -0.875 -4.669 0.17
H 2.146 -4.095 -2.352 0.35
H 2.702 -2.582 -1.446 -0.13
H 2.798 -2.676 -3.367 0.36
H -0.003 -0.563 1.391 -0.11
H -1.631 -1.412 1.568 0.53
H -0.814 -3.569 0.654 0.36
H 0.891 -2.772 0.187 -0.41
H -0.119 -3.828 2.831 0.32
H 0.164 -2.011 3.039 0.31
H 2.159 -3.891 1.662 0.35
H 2.515 -1.562 1.310 -0.42
H 2.159 -1.155 3.082 0.32
H 4.671 -2.639 0.347 0.09
H 7.397 -2.753 0.548 0.31
H 8.582 -2.244 2.960 0.30
H 7.059 -1.649 5.082 0.33
H 4.168 -2.248 5.743 0.35
H -3.427 -0.603 0.506 0.80
H -2.626 0.631 1.577 0.19
H -4.506 2.273 -0.174 0.39
H -4.666 1.733 1.578 0.31
H -3.496 1.863 -2.021 0.50
H -3.866 0.004 -1.759 0.39
H -1.448 0.216 -3.626 -0.59
H -2.533 1.218 -5.531 0.35
H -4.125 1.617 -4.684 0.37
H -2.504 2.613 -4.319 0.24
```

Summary:
- DFT total energy (eV) = -98295.191
- gap between HOMO and LUMO (eV) = 7.615
- max |F| (eV/Å) = 6.80


Record 2
Entry from the OMol25 dataset: a cluster of 4 separate species, C44H83F5N3O14P3 in total in a non-equilibrium geometry (the ωB97M-V functional and the def2-TZVPD basis).

```
152
Properties=species:S:1:pos:R:3:mulliken_charge:R:1
C -1.206 -5.436 4.881 -1.42
C -1.293 -3.911 4.696 0.51
C -2.677 -3.480 4.178 -0.89
C -2.700 -1.937 3.998 -1.30
C -2.229 -1.512 2.620 0.61
C -1.111 -0.734 2.387 0.75
C -0.249 -0.208 3.525 -1.76
C 1.027 -1.079 3.768 -0.09
C 1.255 -1.195 5.279 -1.49
C -0.741 -0.390 1.035 0.41
C 0.502 0.441 0.795 -0.54
C 0.245 1.956 0.873 0.03
C 1.471 2.697 0.274 0.05
C 2.212 3.516 1.330 -1.00
N 2.676 2.674 2.450 -0.40
C -1.521 -0.817 -0.019 0.98
C -1.141 -0.429 -1.441 -1.25
O -1.115 0.976 -1.650 -0.29
C -2.413 1.544 -1.670 -0.67
C -2.692 -1.598 0.200 -0.10
N -3.427 -1.989 -0.887 -0.48
C -4.481 -2.667 -0.574 0.14
O -5.304 -3.083 -1.611 -0.60
C -4.882 -3.005 0.749 0.44
C -6.158 -3.767 1.001 -1.30
C -7.375 -2.815 1.197 -0.64
C -6.968 -1.454 1.765 -0.78
C -8.155 -0.620 2.267 1.12
F -8.171 -0.683 3.628 -0.31
F -9.329 -1.014 1.749 -0.33
C -7.897 0.872 1.956 0.51
F -8.763 1.679 2.565 -0.22
F -7.905 1.105 0.642 -0.27
F -6.680 1.202 2.411 -0.26
N -4.159 -2.665 1.781 -0.11
C -3.030 -1.939 1.517 0.25
H -2.149 -5.939 4.672 0.37
H -0.404 -5.886 4.299 0.35
H -0.959 -5.645 5.926 0.32
H -0.587 -3.602 3.924 -0.25
H -1.098 -3.349 5.609 0.18
H -3.481 -3.819 4.833 0.44
H -2.802 -3.981 3.220 0.43
H -2.061 -1.538 4.782 0.30
H -3.702 -1.544 4.180 0.37
H -0.796 -0.132 4.461 1.01
H 0.021 0.811 3.252 -0.08
H 0.844 -2.043 3.299 0.42
H 1.872 -0.553 3.324 0.15
H 2.187 -1.702 5.525 0.40
H 0.434 -1.752 5.732 0.26
H 1.212 -0.190 5.702 0.36
H 1.210 0.214 1.589 -0.17
H 0.959 0.155 -0.150 0.48
H -0.623 2.248 0.292 -0.24
H 0.094 2.271 1.907 0.62
H 1.152 3.347 -0.541 0.35
H 2.201 1.977 -0.099 -0.43
H 1.625 4.386 1.649 0.28
H 3.103 3.925 0.841 0.51
H 3.536 3.075 2.798 0.23
H 1.984 2.709 3.188 0.19
H -1.820 -0.884 -2.163 0.49
H -0.146 -0.803 -1.687 0.33
H -2.698 1.724 -2.710 0.26
H -2.363 2.516 -1.173 0.28
H -3.157 0.936 -1.152 0.23
H -5.851 -2.320 -1.828 0.35
H -6.020 -4.379 1.893 0.37
H -6.328 -4.448 0.170 0.38
H -8.097 -3.319 1.835 0.38
H -7.772 -2.645 0.195 0.30
H -6.417 -0.854 1.043 0.33
H -6.315 -1.611 2.622 0.20
O 2.917 -1.521 -2.433 -0.63
P 4.269 -1.534 -3.037 1.13
O 4.760 -3.073 -3.083 -0.36
C 4.060 -4.015 -3.901 -0.34
C 4.511 -3.923 -5.347 -0.80
O 5.195 -0.987 -1.796 -0.39
C 4.640 -0.112 -0.812 -0.38
C 4.456 -0.846 0.496 -1.28
O 5.311 -1.001 -4.149 -0.33
C 5.755 0.373 -4.142 -0.17
C 7.229 0.398 -3.813 -1.06
H 2.980 -3.865 -3.817 0.27
H 4.287 -5.002 -3.500 0.32
H 4.217 -2.968 -5.787 0.28
H 4.072 -4.726 -5.942 0.42
H 5.597 -3.986 -5.412 0.04
H 3.697 0.317 -1.153 0.36
H 5.346 0.713 -0.680 0.38
H 3.801 -1.709 0.370 0.28
H 4.026 -0.184 1.252 0.32
H 5.412 -1.222 0.864 0.39
H 5.177 0.975 -3.440 0.23
H 5.587 0.777 -5.141 0.39
H 7.414 -0.010 -2.821 0.25
H 7.613 1.418 -3.853 0.39
H 7.786 -0.215 -4.522 0.25
O 9.821 -2.820 -8.698 -0.76
P 10.722 -3.432 -7.695 1.09
O 9.997 -3.307 -6.257 -0.32
C 8.770 -4.006 -6.024 -0.12
C 9.021 -5.457 -5.657 -1.08
O 11.870 -2.269 -7.526 -0.33
C 12.177 -1.378 -8.600 -0.26
C 11.652 0.007 -8.293 -1.26
O 11.743 -4.606 -7.265 -0.33
C 13.013 -4.752 -7.935 -0.23
C 14.114 -4.438 -6.950 -1.13
H 8.118 -3.930 -6.899 0.31
H 8.274 -3.499 -5.196 0.14
H 9.442 -6.006 -6.503 0.28
H 8.093 -5.945 -5.358 0.39
H 9.738 -5.525 -4.840 0.29
H 11.780 -1.746 -9.546 0.38
H 13.267 -1.351 -8.690 0.34
H 10.573 -0.014 -8.138 0.29
H 11.878 0.699 -9.105 0.39
H 12.103 0.387 -7.375 0.30
H 13.073 -4.116 -8.818 0.27
H 13.091 -5.788 -8.267 0.39
H 14.046 -3.409 -6.603 0.26
H 15.092 -4.592 -7.408 0.38
H 14.031 -5.080 -6.073 0.32
O -11.780 6.141 5.331 -0.76
P -10.538 6.672 4.724 1.07
O -9.480 5.456 4.645 -0.32
C -9.763 4.329 3.807 -0.20
C -9.402 4.609 2.360 -1.00
O -9.893 7.519 5.976 -0.35
C -10.728 8.088 6.985 -0.25
C -10.580 7.317 8.278 -1.27
O -9.808 7.602 3.624 -0.31
C -9.953 9.037 3.668 -0.22
C -8.612 9.646 4.001 -1.13
H -10.815 4.045 3.900 0.26
H -9.165 3.505 4.188 0.21
H -10.052 5.380 1.941 0.34
H -9.502 3.712 1.754 0.35
H -8.377 4.974 2.286 0.25
H -11.770 8.120 6.667 0.39
H -10.397 9.121 7.129 0.33
H -10.847 6.269 8.137 0.29
H -11.213 7.739 9.059 0.39
H -9.543 7.343 8.618 0.30
H -10.718 9.339 4.385 0.27
H -10.279 9.365 2.680 0.38
H -8.269 9.322 4.983 0.26
H -8.671 10.735 3.989 0.38
H -7.861 9.326 3.277 0.33
```

Summary:
- DFT total energy (eV) = -121569.078
- gap between HOMO and LUMO (eV) = 8.424
- max |F| (eV/Å) = 6.00
- structure (SMILES) = CCCCc1c(CCC)c(CCCCN)c(COC)c2nc(O)c(CCCC(F)(F)C(F)(F)F)nc12.CCOP(=O)(OCC)OCC.CCOP(=O)(OCC)OCC.CCOP(=O)(OCC)OCC


Record 3
Entry from the OMol25 dataset: a structure of composition C19H37N5O2PZr (the ωB97M-V functional and the def2-TZVPD basis).

```
65
Properties=species:S:1:pos:R:3:mulliken_charge:R:1
Zr -0.206 0.418 0.071 0.63
C -0.943 2.290 -2.644 -0.82
C -2.272 2.237 -1.857 -0.93
N -2.487 0.927 -1.237 -0.16
C -2.866 -0.107 -2.224 -0.90
C -2.217 -1.463 -1.962 -0.62
N -0.820 -1.349 -1.528 0.03
C 0.178 -1.236 -2.604 -0.78
C 0.143 0.136 -3.251 -0.77
N 0.046 1.250 -2.246 -0.25
H -0.494 3.274 -2.504 0.43
H -1.133 2.207 -3.715 0.58
H -3.091 2.515 -2.529 0.45
H -2.270 2.981 -1.061 0.37
H -3.215 1.005 -0.537 0.34
H -2.588 0.261 -3.210 0.35
H -3.952 -0.229 -2.255 0.57
H -2.305 -2.076 -2.865 0.38
H -2.760 -1.981 -1.175 0.11
H -0.560 -2.156 -0.971 0.27
H 0.038 -2.016 -3.361 0.52
H 1.150 -1.395 -2.139 0.23
H -0.701 0.227 -3.932 0.36
H 1.039 0.273 -3.859 0.57
H 0.958 1.694 -2.226 0.29
N 0.017 2.912 0.361 -0.60
C 0.700 3.155 1.661 -0.46
C 0.100 2.167 2.662 0.35
O -0.085 2.415 3.826 -0.64
O -0.191 1.038 2.072 -0.60
H 0.451 3.473 -0.366 0.25
H -0.928 3.274 0.461 0.26
H 0.596 4.183 2.004 0.43
H 1.759 2.923 1.540 0.25
C 3.206 1.446 -0.623 -0.57
C 3.627 0.184 0.072 0.82
C 4.972 -0.017 0.360 -0.84
C 5.403 -1.173 0.988 -0.91
C 4.478 -2.145 1.336 -0.85
C 3.125 -1.979 1.071 0.73
C 2.131 -3.026 1.472 -0.84
C 2.692 -0.804 0.436 0.28
N 1.340 -0.584 0.190 -0.24
H 3.848 2.286 -0.359 0.54
H 2.171 1.708 -0.365 -0.37
H 3.241 1.344 -1.715 0.31
H 5.691 0.747 0.090 0.45
H 6.452 -1.315 1.211 0.40
H 4.806 -3.052 1.829 0.40
H 2.631 -3.916 1.851 0.44
H 1.497 -3.322 0.632 0.22
H 1.468 -2.654 2.255 -0.02
C -3.517 -2.088 1.265 -1.55
P -2.148 -0.976 1.750 1.33
C -2.992 0.236 2.814 -1.34
C -1.224 -1.997 2.927 -1.48
H -4.080 -2.390 2.150 0.48
H -3.125 -2.992 0.797 0.40
H -4.210 -1.607 0.574 0.38
H -3.644 -0.276 3.524 0.46
H -3.609 0.917 2.223 0.31
H -2.250 0.817 3.360 0.34
H -1.869 -2.366 3.727 0.54
H -0.425 -1.391 3.354 0.36
H -0.779 -2.844 2.406 0.32
```

Summary:
- relative energy (zero: lowest compared OMol25 entry of this formula, charge and spin) (kcal/mol) = 25.1
- DFT total energy (eV) = -42416.806
- gap between HOMO and LUMO (eV) = 6.961
- max |F| (eV/Å) = 0.96
- charge = +1


Record 4
Entry from the OMol25 dataset: a structure of composition C33H26N4ORuS2Se2 in a non-equilibrium geometry (the ωB97M-V functional and the def2-TZVPD basis).

```
69
Properties=species:S:1:pos:R:3:mulliken_charge:R:1
Ru 0.214 0.210 0.076 0.73
Se 1.472 2.355 -1.256 0.05
Se 2.542 1.794 0.763 0.20
C 3.265 0.126 0.069 0.65
C 4.584 -0.224 0.278 -0.65
C 5.036 -1.390 -0.322 -0.31
C 4.161 -2.126 -1.111 -0.76
C 2.848 -1.695 -1.242 -0.68
N 2.404 -0.595 -0.646 0.03
C 0.028 3.332 -0.411 0.31
C -0.067 4.710 -0.473 -0.71
C -1.180 5.301 0.110 -0.29
C -2.126 4.486 0.709 -0.90
C -1.925 3.112 0.735 -0.19
N -0.859 2.540 0.185 0.43
H 5.223 0.401 0.885 0.49
H 6.058 -1.708 -0.191 0.48
H 4.503 -3.012 -1.619 0.47
H 2.136 -2.226 -1.859 0.65
H 0.698 5.294 -0.958 0.49
H -1.307 6.373 0.092 0.47
H -3.012 4.909 1.153 0.47
H -2.648 2.461 1.207 0.35
S -7.033 -0.126 -1.194 -0.15
C -7.397 -0.034 -2.836 -0.30
C -6.271 -0.035 -3.640 -0.59
C -5.089 -0.106 -2.910 -0.45
C -5.300 -0.162 -1.538 0.21
C -4.358 -0.212 -0.465 1.10
C -2.950 -0.204 -0.679 -1.37
N -2.079 -0.194 0.295 0.60
C -2.479 -0.194 1.589 -1.55
C -3.862 -0.227 1.916 0.84
C -4.259 -0.204 3.289 -1.16
C -3.340 -0.165 4.281 -1.05
C -1.941 -0.142 3.993 0.91
C -0.976 -0.103 4.999 -0.62
C 0.382 -0.067 4.671 0.98
C 0.698 -0.037 3.290 -0.92
N -0.195 -0.056 2.335 1.37
C -1.512 -0.137 2.637 -0.12
C 1.437 -0.049 5.634 0.13
C 1.359 -0.033 7.018 -0.47
C 2.607 0.010 7.638 -0.62
C 3.651 0.015 6.739 -0.35
S 3.127 -0.027 5.128 -0.09
C -4.781 -0.238 0.868 -0.49
H -8.421 0.020 -3.154 0.47
H -6.322 0.015 -4.712 0.43
H -4.121 -0.112 -3.376 0.37
H -2.547 -0.200 -1.686 0.42
H -5.315 -0.206 3.511 0.52
H -3.648 -0.138 5.314 0.52
H -1.291 -0.099 6.030 0.50
H 1.741 0.008 2.990 0.20
H 0.438 -0.053 7.571 0.40
H 2.751 0.040 8.703 0.44
H 4.703 0.040 6.956 0.45
H -5.835 -0.252 1.098 0.54
C -0.041 -3.977 1.217 -1.11
C -0.114 -3.338 -0.132 0.80
C -0.255 -4.234 -1.316 -1.23
O -0.048 -2.123 -0.279 -0.41
H 0.012 -5.059 1.151 0.48
H -0.927 -3.710 1.795 0.26
H 0.822 -3.598 1.763 0.27
H -0.516 -5.249 -1.040 0.45
H 0.695 -4.262 -1.851 0.29
H -0.992 -3.832 -2.010 0.34
```

Summary:
- DFT total energy (eV) = -197570.133
- gap between HOMO and LUMO (spin up / spin down) (eV) = 5.122 / 3.403
- max |F| (eV/Å) = 1.42
- spin multiplicity = 6
- charge = +3


- The highest max |F| belongs to which entry?
  C28H40ClF4NO7P2S